Entry 1:
Below is C3H6N2S in the gas phase, with properties calculated with ωB97M-V/def2-TZVPD.

Calculated values
SMILES   C/N=C\NC=S
E_HOMO   -0.315 Ha
Orbital gap   8.60 eV
Energy above the lowest of the compared OMol25 structures with the same formula, charge and spin   300.1 kJ/mol

CARTESIAN COORDINATES (ANGSTROEM)
S  2.10  -0.94  -0.53
N  0.40  1.13  -0.04
N  -1.05  -0.63  -1.03
C  -0.44  0.49  -1.02
C  -1.11  -1.09  0.53
C  1.57  0.47  0.30
H  -0.84  -2.28  0.50
H  0.42  2.05  0.24
H  2.08  1.20  0.99
H  -0.42  -0.46  1.22
H  -2.18  -1.12  0.81
H  -0.53  1.18  -1.97

How is the electron density shared among the atoms? According to Mulliken, the charges in e are: number 1, S, carries -0.238; number 2, N, carries -0.242; number 3, N, carries -0.363; number 4, C, carries 0.069; number 5, C, carries -0.604; number 6, C, carries -0.173; number 7, H, carries 0.190; number 8, H, carries 0.236; number 9, H, carries 0.286; number 10, H, carries 0.252; number 11, H, carries 0.327; number 12, H, carries 0.260


Entry 2:
Below is C3H6N2S in the gas phase, with properties calculated with ωB97M-V/def2-TZVPD.

Calculated values
SMILES   C/N=C/NC=S
E_HOMO   -0.323 Ha
Orbital gap   7.70 eV
Energy above the lowest of the compared OMol25 structures with the same formula, charge and spin   574.1 kJ/mol

CARTESIAN COORDINATES (ANGSTROEM)
S  2.33  1.74  -2.88
N  0.74  0.06  -1.16
N  -0.79  0.34  0.50
C  2.06  0.29  -1.74
C  -1.65  0.02  1.77
C  0.14  -0.53  -0.15
H  0.26  -1.66  0.09
H  -2.84  0.12  1.70
H  2.87  -0.71  -1.82
H  -1.49  -1.15  2.23
H  -1.56  0.80  2.74
H  -0.07  0.69  -1.28

How is the electron density shared among the atoms? According to Mulliken, the charges in e are: number 1, S, carries -0.240; number 2, N, carries -0.090; number 3, N, carries -0.467; number 4, C, carries -0.110; number 5, C, carries -0.602; number 6, C, carries 0.021; number 7, H, carries 0.286; number 8, H, carries 0.232; number 9, H, carries 0.262; number 10, H, carries 0.200; number 11, H, carries 0.229; number 12, H, carries 0.280


Entry 3:
Below is C3H6N2S in the gas phase, with properties calculated with ωB97M-V/def2-TZVPD.

Calculated values
SMILES   [H]/N=C\N(S)C=C
E_HOMO   -0.343 Ha
Orbital gap   10.02 eV
Energy above the lowest of the compared OMol25 structures with the same formula, charge and spin   202.1 kJ/mol

CARTESIAN COORDINATES (ANGSTROEM)
S  2.44  0.01  -0.07
N  0.77  0.22  -0.27
N  -1.03  1.79  -0.06
C  -1.04  -1.38  0.27
C  -0.10  -0.90  -0.52
C  0.20  1.49  -0.09
H  2.53  -0.08  1.30
H  -1.77  -2.04  -0.19
H  0.91  2.30  0.04
H  -1.20  -1.10  1.31
H  -0.03  -1.33  -1.55
H  -1.67  1.03  -0.17

How is the electron density shared among the atoms? According to Mulliken, the charges in e are: number 1, S, carries -0.165; number 2, N, carries -0.092; number 3, N, carries -0.637; number 4, C, carries -0.627; number 5, C, carries -0.274; number 6, C, carries 0.141; number 7, H, carries 0.135; number 8, H, carries 0.262; number 9, H, carries 0.392; number 10, H, carries 0.314; number 11, H, carries 0.266; number 12, H, carries 0.286


Entry 4:
Below is a molecular structure, C3H6N2S, with properties calculated with ωB97M-V/def2-TZVPD.

Calculated values
E_HOMO   -0.333 Ha
Orbital gap   9.21 eV
Energy above the lowest of the compared OMol25 structures with the same formula, charge and spin   338.2 kJ/mol

CARTESIAN COORDINATES (ANGSTROEM)
S  1.81  -0.76  -0.37
N  -1.25  -1.41  0.21
N  -1.54  1.02  -0.51
C  1.68  0.92  -0.04
C  0.48  0.33  0.66
C  -0.84  -0.04  0.01
H  0.56  0.02  1.77
H  2.43  1.28  0.68
H  -2.39  0.51  -0.68
H  -1.92  -1.51  -0.48
H  -0.36  -2.09  -0.43
H  1.33  1.73  -0.82

How is the electron density shared among the atoms? According to Mulliken, the charges in e are: number 1, S, carries -0.195; number 2, N, carries -0.588; number 3, N, carries -0.581; number 4, C, carries -0.507; number 5, C, carries -0.109; number 6, C, carries 0.235; number 7, H, carries 0.321; number 8, H, carries 0.285; number 9, H, carries 0.244; number 10, H, carries 0.303; number 11, H, carries 0.309; number 12, H, carries 0.284


One value per record, in order, for E_LUMO: 0.0224, -1.0923, 0.6826, 0.1425 eV.
One value per record, in order, for F_max: 4.9, 8.2, 1.1, 5.9 eV Å⁻¹.
One value per record, in order, for DFT total energy: -625.50767, -625.40331, -625.54501, -625.49315 Eh.